No. 1
C42H42BiClN10O3P2S as an isolated structure. Source: OMol25; level of theory: ωB97M-V with the def2-TZVPD basis set.

Maximum force: 0.010 Eh/bohr
HOMO: -12.22 eV
HOMO-LUMO gap: 6.75 eV
Charge: +2

```
102
Properties=species:S:1:pos:R:3:mulliken_charge:R:1
Bi 0.294 0.071 0.077 2.445
N -1.937 2.455 1.788 -0.353
N -2.536 1.437 2.533 -0.280
C -2.924 0.287 1.975 0.593
N -3.512 -0.604 2.771 -0.361
S -2.705 -0.061 0.315 -0.121
H -0.964 2.555 2.070 0.271
H -2.446 3.318 1.941 0.292
H -2.671 1.575 3.529 0.189
H -3.745 -0.411 3.733 0.193
H -3.820 -1.480 2.381 0.195
N -1.277 -3.093 0.238 0.367
P -0.539 -2.524 1.709 -0.063
C -1.637 -3.191 2.976 0.704
C -1.390 -2.792 4.289 -0.906
C -2.192 -3.255 5.318 -0.620
C -3.260 -4.100 5.038 -0.602
C -3.514 -4.491 3.733 -0.652
C -2.702 -4.043 2.699 -0.357
C 0.965 -3.520 1.703 0.460
C 0.965 -4.900 1.490 -0.558
C 2.159 -5.593 1.490 -0.679
C 3.358 -4.919 1.719 -0.857
C 3.363 -3.553 1.937 -0.985
C 2.164 -2.855 1.917 -0.066
P -0.384 -2.528 -1.096 -0.716
C 0.562 -3.942 -1.686 0.602
C -0.084 -5.176 -1.781 -1.006
C 0.605 -6.275 -2.258 -0.685
C 1.935 -6.148 -2.644 -0.647
C 2.574 -4.923 -2.555 -0.714
C 1.887 -3.817 -2.073 0.107
C -1.587 -2.166 -2.394 1.389
C -1.064 -1.578 -3.547 -0.832
C -1.893 -1.262 -4.608 -0.645
C -3.254 -1.530 -4.525 -0.701
C -3.777 -2.120 -3.386 -0.821
C -2.948 -2.440 -2.320 -0.543
H -2.243 -2.768 0.187 0.361
H -0.563 -2.127 4.511 0.480
H -1.988 -2.958 6.337 0.466
H -3.887 -4.460 5.841 0.432
H -4.337 -5.158 3.518 0.457
H -2.886 -4.383 1.689 0.419
H 0.033 -5.424 1.320 0.425
H 2.164 -6.660 1.324 0.494
H 4.287 -5.471 1.735 0.461
H 4.287 -3.027 2.138 0.662
H 2.171 -1.786 2.090 0.427
H -1.118 -5.278 -1.475 0.395
H 0.108 -7.231 -2.333 0.458
H 2.471 -7.010 -3.014 0.430
H 3.608 -4.826 -2.852 0.514
H 2.399 -2.869 -1.980 0.585
H 0.001 -1.391 -3.629 0.524
H -1.480 -0.816 -5.502 0.509
H -3.904 -1.287 -5.353 0.424
H -4.834 -2.338 -3.326 0.467
H -3.383 -2.909 -1.448 0.375
N 3.579 -1.101 -0.711 0.470
C 3.134 -0.485 -1.812 -0.457
N 3.866 -0.592 -2.912 -0.705
C 3.391 0.025 -3.993 0.169
N 4.066 -0.080 -5.130 -0.319
N 2.262 0.780 -4.016 -0.749
C 1.592 0.794 -2.897 -0.346
N 1.923 0.146 -1.766 0.711
C 0.345 1.606 -2.878 0.805
C -0.036 2.329 -3.992 -0.637
C -1.179 3.112 -3.916 -0.598
C -1.889 3.148 -2.730 -0.985
C -1.452 2.380 -1.663 -0.060
N -0.361 1.619 -1.741 0.182
H 4.494 -1.520 -0.795 0.327
H 3.329 -0.737 0.199 -0.066
H 4.928 -0.600 -5.153 0.269
H 3.749 0.412 -5.949 0.253
H 0.567 2.275 -4.885 0.566
H -1.502 3.690 -4.771 0.483
H -2.776 3.755 -2.621 0.499
H -1.982 2.356 -0.719 0.461
C 6.367 0.298 3.678 -1.467
C 5.117 -0.195 4.341 0.814
C 5.139 -1.260 5.226 -0.737
C 3.976 -1.698 5.848 0.085
Cl 4.041 -3.059 6.919 -0.229
C 2.773 -1.067 5.609 -0.887
C 2.728 0.000 4.717 -0.536
C 3.888 0.426 4.086 0.862
O 3.947 1.462 3.180 -0.497
C 2.784 2.194 2.923 -1.189
C 1.851 1.499 1.943 1.138
O 2.321 0.603 1.171 -0.831
O 0.657 1.865 1.847 -0.941
H 7.203 -0.361 3.899 0.434
H 6.622 1.300 4.023 0.330
H 6.244 0.361 2.596 0.263
H 6.073 -1.761 5.437 0.425
H 1.877 -1.408 6.106 0.472
H 1.776 0.480 4.540 0.422
H 3.096 3.135 2.464 0.498
H 2.225 2.439 3.830 0.493
```

No. 2
A 2-piece molecular cluster, C5H16NO2 overall in a non-equilibrium geometry. Source: OMol25; level of theory: ωB97M-V with the def2-TZVPD basis set.

Maximum force: 0.117 Eh/bohr
HOMO: -14.38 eV
HOMO-LUMO gap: 11.59 eV
Charge: +1

```
24
Properties=species:S:1:pos:R:3:mulliken_charge:R:1
C -1.109 -0.996 -1.725 -1.477
C -0.165 -0.775 -0.570 0.257
C 0.584 0.609 -0.713 -0.631
C 1.415 1.063 0.425 -0.711
C 2.282 0.157 1.205 -0.541
O 1.422 -0.690 2.015 -0.575
N -0.949 -0.790 0.709 -0.288
H -0.447 -1.450 -2.507 0.436
H -1.462 -0.061 -2.311 0.297
H -1.884 -1.756 -1.487 0.378
H 0.685 -1.491 -0.369 0.398
H -0.241 1.299 -0.970 0.139
H 1.249 0.486 -1.534 0.371
H 0.906 1.942 1.063 0.246
H 2.045 1.853 -0.011 0.466
H 2.623 -0.682 0.445 0.182
H 3.127 0.452 1.755 0.570
H 1.910 -0.664 2.923 0.332
H -0.214 -0.462 1.484 0.385
H -1.256 -1.590 1.204 0.337
H -1.673 0.060 0.660 0.435
H -3.490 0.601 -0.754 0.344
H -2.407 1.752 -0.772 0.357
O -2.952 1.130 -0.166 -0.710
```

No. 3
One molecule with the formula C2H5NOS2 in a non-equilibrium geometry. Source: OMol25; level of theory: ωB97M-V with the def2-TZVPD basis set.

Maximum force: 0.049 Eh/bohr
HOMO: -8.42 eV
HOMO-LUMO gap: 8.83 eV
SMILES string: COC(=S)NS
Charge: 0

```
11
Properties=species:S:1:pos:R:3:mulliken_charge:R:1
C -1.627 -0.576 -0.025 -0.831
O -1.125 0.761 -0.178 -0.277
C 0.184 1.040 -0.117 0.461
S 0.654 2.597 -0.084 -0.328
N 1.013 -0.057 -0.131 -0.335
S 2.725 0.007 -0.167 -0.124
H -1.486 -1.208 -0.898 0.335
H -1.317 -1.001 0.882 0.404
H -2.734 -0.442 0.056 0.247
H 0.700 -0.971 -0.491 0.311
H 3.013 -0.150 1.154 0.137
```

No. 4
A 14-piece molecular cluster, C25H35Cl26F6N2O3 overall in a non-equilibrium geometry. Source: OMol25; level of theory: ωB97M-V with the def2-TZVPD basis set.

Maximum force: 0.029 Eh/bohr
HOMO: -11.47 eV
HOMO-LUMO gap: 6.22 eV
Charge: +1

```
97
Properties=species:S:1:pos:R:3:mulliken_charge:R:1
C -4.774 2.538 1.851 -1.092
C -4.794 3.302 0.745 0.416
C -3.578 3.915 0.095 -0.567
C -2.761 2.920 -0.693 0.185
C -2.057 3.282 -1.831 -0.374
C -1.322 2.315 -2.536 -0.487
N -1.232 1.059 -2.165 -0.881
N -1.908 0.746 -1.069 1.017
C -1.827 -0.701 -0.709 -0.460
O -2.781 -1.370 -0.828 -0.324
C -0.433 -1.224 -0.264 1.096
F 0.510 -0.303 -0.519 -0.256
F -0.206 -2.304 -1.012 -0.290
C -0.367 -1.669 1.225 0.459
F -1.495 -2.366 1.458 -0.290
F 0.670 -2.472 1.409 -0.229
C -0.319 -0.522 2.263 0.897
F -0.368 -1.093 3.471 -0.284
F -1.453 0.230 2.101 -0.216
C 0.949 0.367 2.229 0.102
O 1.997 -0.079 1.923 -0.438
O 0.755 1.630 2.641 -0.288
C -2.655 1.568 -0.342 0.068
H -5.389 1.640 1.902 0.407
H -4.114 2.720 2.698 0.167
H -5.754 3.569 0.304 -0.006
H -2.913 4.325 0.870 0.127
H -3.844 4.744 -0.563 0.534
H -2.067 4.302 -2.200 0.485
H -0.791 2.574 -3.445 0.466
H -0.085 1.995 2.325 0.287
H -3.191 1.160 0.508 0.546
C -4.083 6.888 2.327 -0.522
Cl -5.422 6.559 1.219 0.013
Cl -3.456 5.405 3.084 -0.154
H -3.282 7.353 1.764 0.395
H -4.433 7.549 3.111 0.367
C 3.165 -4.657 2.120 0.601
Cl 3.627 -4.987 3.792 -0.161
Cl 4.533 -4.103 1.146 -0.152
H 2.783 -5.571 1.680 0.247
H 2.411 -3.882 2.121 -0.474
C -6.419 9.943 1.224 0.043
Cl -6.514 9.617 2.961 -0.148
Cl -4.747 10.115 0.677 -0.143
H -6.870 9.113 0.694 -0.131
H -6.944 10.869 1.020 0.371
C -3.570 13.881 -0.619 -0.258
Cl -4.861 13.174 -1.599 -0.142
Cl -3.777 13.565 1.108 -0.136
H -2.626 13.453 -0.934 0.245
H -3.578 14.953 -0.771 0.292
C 6.078 -7.469 0.267 0.522
Cl 4.509 -7.787 -0.495 -0.174
Cl 6.875 -8.959 0.776 -0.117
H 6.693 -6.969 -0.474 -0.469
H 5.927 -6.846 1.141 0.246
C 9.000 -6.820 -2.872 -0.178
Cl 8.550 -5.837 -1.462 -0.191
Cl 8.908 -8.539 -2.503 -0.114
H 8.296 -6.603 -3.664 0.062
H 10.008 -6.557 -3.168 0.399
C 8.501 -2.836 -4.059 -0.152
Cl 9.929 -1.914 -3.587 -0.151
Cl 8.907 -4.228 -5.074 -0.151
H 8.016 -3.204 -3.162 0.160
H 7.840 -2.189 -4.622 0.307
C 4.537 -11.770 0.503 0.538
Cl 5.161 -12.115 2.121 -0.164
Cl 2.814 -12.148 0.357 -0.181
H 4.674 -10.714 0.303 -0.335
H 5.084 -12.370 -0.213 0.120
C -8.537 4.053 2.515 -0.462
Cl -8.111 3.995 0.788 -0.127
Cl -7.646 5.289 3.403 -0.095
H -9.595 4.271 2.589 0.364
H -8.310 3.087 2.948 0.365
C 6.742 -11.797 -3.739 -0.263
Cl 6.377 -10.773 -2.346 0.010
Cl 6.511 -13.513 -3.383 -0.173
H 6.078 -11.521 -4.549 0.153
H 7.777 -11.638 -4.017 0.293
C 1.348 4.030 4.796 -0.191
Cl 2.468 5.309 5.249 -0.142
Cl 0.035 4.640 3.761 -0.132
H 1.886 3.270 4.244 0.153
H 0.902 3.622 5.695 0.306
C 3.947 -7.608 -4.549 -0.322
Cl 5.116 -6.442 -3.919 -0.106
Cl 4.726 -9.067 -5.165 -0.127
H 3.281 -7.889 -3.742 0.227
H 3.402 -7.141 -5.360 0.335
C -9.551 7.097 -0.703 -0.315
Cl -8.157 7.186 -1.791 -0.149
Cl -9.101 7.496 0.958 -0.084
H -10.300 7.802 -1.040 0.357
H -9.935 6.084 -0.719 0.223
```